{
  "formula": "C3H6N2S2",
  "method": "ωB97M-V with the def2-TZVPD basis set",
  "symbols": ["C", "C", "C", "N", "N", "S", "S", "H", "H", "H", "H", "H", "H"],
  "positions_angstrom": [[0.43048, 1.55848, 0.16889], [-0.79006, 1.13094, 0.21381], [1.52201, 0.66823, -0.23700], [-2.70529, -0.56148, 0.38807], [1.38256, -2.17774, -0.46739], [-1.30583, -0.45521, -0.40187], [0.79276, -1.18597, 0.60755], [0.57258, 2.53521, 0.80956], [-1.59570, 1.73569, 0.55864], [1.58602, 0.20245, -1.28481], [2.48917, 0.80912, 0.09827], [-3.37639, -1.19870, 0.01949], [0.99767, -3.06101, -0.47320]],
  "forces_ev_per_a": [[2.2, 2.4, 2.0], [-2.2, -0.7, -0.9], [-2.2, -3.5, -1.3], [1.8, 1.1, 0.2], [0.8, 3.1, 0.3], [-1.3, 0.5, 1.1], [0.8, 0.8, -2.0], [0.3, -1.8, -1.8], [-0.6, 0.1, 0.3], [-0.5, 1.0, 1.3], [1.8, 0.5, 1.0], [0.0, -0.9, -0.8], [-0.8, -2.6, 0.5]],
  "homo_ha": [-0.275, -0.273],
  "smiles": "[H]/N=S1#S(=N\\[H])/CC=C\\1",
  "orbital_gap_ev": [6.7334, 6.8161],
  "max_force_ev_per_a": 4.384,
  "e_lumo_ev": [-0.757, -0.622]
}



{
  "formula": "C3H6N2S2",
  "method": "ωB97M-V with the def2-TZVPD basis set",
  "symbols": ["C", "C", "C", "H", "H", "H", "H", "H", "H", "N", "N", "S", "S"],
  "positions_angstrom": [[-2.10860, 0.59000, 0.05487], [-0.65939, 0.22249, -0.02380], [2.07628, 0.38263, -0.00363], [-2.59801, -1.22765, -0.93671], [-2.71104, -1.15558, 0.74017], [-2.28274, 1.36032, -0.68907], [-2.50172, 0.96241, 1.10232], [2.64754, 0.55671, -0.99618], [2.93371, 0.45576, 0.82922], [-3.00536, -0.61732, -0.09188], [-0.26999, -0.96059, 0.09007], [1.36836, -1.36221, -0.00268], [0.60601, 1.54488, -0.00993]],
  "forces_ev_per_a": [[-1.9, -0.6, 1.6], [1.2, 0.9, 1.3], [1.9, 0.0, -0.7], [-1.2, 1.7, 2.4], [-0.5, -0.1, -0.7], [-0.5, 0.1, -0.1], [1.5, -0.1, -1.9], [-1.1, -0.3, 1.6], [-2.5, 0.3, -1.4], [2.2, -0.9, -1.9], [0.4, -1.1, -0.5], [-0.3, 1.3, 0.2], [0.5, -1.0, 0.1]],
  "homo_ha": -0.311,
  "smiles": "NCC1=NSCS1",
  "orbital_gap_ev": 8.9894,
  "max_force_ev_per_a": 3.149,
  "e_lumo_ev": 0.522
}



{
  "formula": "C3H6N2S2",
  "method": "ωB97M-V with the def2-TZVPD basis set",
  "symbols": ["C", "C", "C", "H", "H", "H", "H", "H", "H", "N", "N", "S", "S"],
  "positions_angstrom": [[-2.56164, -0.05666, -0.08902], [0.14620, 0.46751, -0.03182], [1.61258, 0.04198, -0.07011], [-3.28621, -0.85909, -0.19335], [-2.68657, 0.43334, 0.86596], [-2.71362, 0.67607, -0.88305], [2.82457, -1.45476, 0.32082], [1.30441, -1.60817, 1.08190], [2.19327, 1.68102, -0.74940], [1.84781, -1.26638, 0.27944], [2.55105, 0.78013, -0.47138], [-0.95819, -0.86705, -0.21295], [-0.27367, 2.03208, 0.15296]],
  "forces_ev_per_a": [[0.1, -0.1, -0.3], [0.0, 0.2, 0.1], [-0.6, 0.1, -0.1], [-0.1, -0.1, 0.0], [0.1, 0.1, 0.2], [0.2, -0.1, 0.0], [0.6, -0.3, 0.1], [0.5, 0.1, -0.7], [-0.1, 0.4, -0.1], [-1.1, -0.3, 0.7], [0.3, 0.0, -0.1], [0.0, 0.4, 0.0], [0.1, -0.3, -0.1]],
  "homo_ha": -0.332,
  "smiles": "[H]/N=C(/N)C(=S)SC",
  "orbital_gap_ev": 8.3470,
  "max_force_ev_per_a": 1.324,
  "e_lumo_ev": -0.680
}